{
  "formula": "C18H26N4O3S2",
  "method": "ωB97M-V with the def2-TZVPD basis set",
  "de_lowest_kj_mol": 42.1,
  "lumo_ev": 0.1,
  "total_charge": 0,
  "largest_force_ev_per_a": 1.17,
  "homo_energy_ha": -0.3207,
  "symbols": ["C", "C", "N", "C", "C", "C", "C", "C", "C", "S", "H", "S", "O", "O", "N", "H", "C", "H", "C", "O", "N", "H", "C", "H", "H", "C", "N", "C", "C", "H", "C", "H", "C", "C", "H", "H", "C", "H", "H", "H", "H", "H", "H", "H", "H", "H", "H", "H", "H", "H", "H", "H", "H"],
  "coordinates": [[-5.78, 0.29, -1.03], [-4.42, 0.82, -0.77], [-3.56, 1.10, -1.67], [-2.39, 1.56, -1.15], [-1.27, 1.95, -1.89], [-0.15, 2.39, -1.21], [-0.15, 2.44, 0.18], [-1.24, 2.08, 0.93], [-2.37, 1.64, 0.26], [-3.89, 1.10, 0.90], [-1.19, 2.15, 2.01], [1.32, 3.01, 1.02], [1.08, 2.99, 2.43], [1.76, 4.22, 0.40], [2.40, 1.77, 0.70], [2.81, 1.44, 1.56], [3.32, 1.94, -0.40], [3.17, 2.95, -0.82], [3.12, 0.92, -1.53], [3.80, 0.94, -2.54], [2.15, 0.03, -1.30], [1.66, 0.04, -0.41], [1.84, -1.09, -2.15], [1.86, -0.77, -3.19], [2.60, -1.87, -2.02], [0.46, -1.62, -1.76], [0.36, -1.75, -0.32], [-1.00, -1.65, 0.18], [-1.05, -1.57, 1.71], [-1.96, -1.02, 1.97], [0.16, -0.89, 2.33], [0.51, -0.07, 1.70], [1.31, -1.86, 2.60], [2.05, -2.33, 1.35], [2.64, -1.50, 0.94], [2.74, -3.13, 1.63], [1.12, -2.85, 0.25], [1.72, -3.32, -0.53], [0.45, -3.62, 0.66], [2.03, -1.39, 3.27], [0.91, -2.73, 3.13], [-0.14, -0.45, 3.29], [-1.15, -2.57, 2.13], [-1.43, -0.74, -0.25], [-1.62, -2.50, -0.16], [0.26, -2.57, -2.29], [-0.29, -0.89, -2.09], [4.36, 1.88, -0.08], [0.73, 2.70, -1.75], [-1.30, 1.89, -2.96], [-5.92, 0.16, -2.10], [-5.91, -0.67, -0.53], [-6.53, 0.98, -0.65]]
}



{
  "formula": "C18H26N4O4",
  "method": "ωB97M-V with the def2-TZVPD basis set",
  "de_lowest_kj_mol": 169.7,
  "lumo_ev": 0.7,
  "total_charge": 0,
  "largest_force_ev_per_a": 0.87,
  "homo_energy_ha": -0.2889,
  "symbols": ["C", "H", "O", "C", "C", "C", "C", "C", "C", "O", "C", "C", "O", "N", "C", "H", "C", "C", "C", "C", "C", "H", "H", "H", "H", "H", "H", "H", "H", "H", "H", "C", "H", "H", "H", "H", "H", "H", "H", "C", "N", "N", "C", "O", "N", "H", "H", "H", "H", "H", "H", "H"],
  "coordinates": [[-3.31, -0.01, -1.95], [-4.31, 0.32, -1.69], [-2.88, -0.80, -0.87], [-1.59, -1.23, -0.85], [-0.73, -1.16, -1.93], [0.56, -1.70, -1.88], [0.98, -2.34, -0.71], [0.15, -2.38, 0.39], [-1.12, -1.81, 0.36], [-1.83, -1.88, 1.52], [-2.71, -0.82, 1.86], [-2.16, 0.59, 1.59], [-2.85, 1.39, 0.97], [-0.92, 0.89, 2.01], [-0.18, 0.10, 2.99], [-0.55, -0.92, 2.93], [1.31, 0.08, 2.67], [1.88, 1.47, 2.41], [1.10, 2.09, 1.26], [-0.39, 2.19, 1.58], [-0.73, 3.32, 2.55], [-1.79, 3.28, 2.80], [-0.52, 4.27, 2.08], [-0.15, 3.26, 3.47], [-0.93, 2.41, 0.65], [1.47, 3.09, 1.04], [1.23, 1.47, 0.37], [1.81, 2.09, 3.30], [2.93, 1.39, 2.15], [1.84, -0.40, 3.50], [1.47, -0.53, 1.78], [-0.46, 0.58, 4.42], [-0.15, -0.19, 5.13], [0.08, 1.49, 4.66], [-1.52, 0.77, 4.56], [-3.65, -0.89, 1.30], [-2.92, -0.95, 2.93], [0.46, -2.85, 1.30], [1.96, -2.78, -0.66], [1.45, -1.63, -3.02], [1.06, -1.05, -4.09], [1.84, -0.95, -5.20], [3.14, -1.33, -5.41], [3.86, -1.87, -4.60], [3.59, -0.99, -6.67], [2.95, -0.76, -7.41], [4.49, -1.35, -6.93], [1.36, -0.44, -5.93], [2.43, -2.08, -2.90], [-1.04, -0.71, -2.85], [-2.66, 0.86, -2.08], [-3.34, -0.59, -2.88]]
}



{
  "formula": "C18H26N4O4Ru",
  "method": "ωB97M-V with the def2-TZVPD basis set",
  "spin_multiplicity": 6,
  "lumo_ev": [-9.2, -13.3],
  "total_charge": 3,
  "largest_force_ev_per_a": 3.82,
  "homo_energy_ha": [-0.6005, -0.6178],
  "symbols": ["Ru", "C", "O", "C", "C", "O", "C", "C", "O", "C", "H", "H", "H", "H", "H", "H", "H", "H", "H", "H", "H", "H", "H", "H", "N", "C", "C", "C", "C", "C", "C", "C", "N", "C", "C", "N", "C", "H", "H", "H", "H", "H", "H", "H", "C", "C", "N", "O", "H", "H", "H", "H", "H"],
  "coordinates": [[-1.32, 0.74, 0.62], [-2.91, 2.90, 2.38], [-2.99, 1.97, 1.25], [-4.14, 1.77, 0.43], [-3.73, 1.20, -0.93], [-2.77, 0.11, -0.89], [-3.19, -1.27, -0.62], [-3.28, -1.59, 0.88], [-2.01, -1.34, 1.46], [-1.77, -1.53, 2.88], [-3.38, 3.85, 2.14], [-1.84, 3.03, 2.54], [-3.35, 2.44, 3.25], [-4.68, 2.70, 0.25], [-4.85, 1.14, 0.96], [-3.24, 1.96, -1.55], [-4.61, 0.91, -1.52], [-2.40, -1.89, -1.06], [-4.12, -1.55, -1.14], [-3.60, -2.62, 1.01], [-4.04, -0.97, 1.39], [-2.05, -2.52, 3.22], [-2.31, -0.75, 3.44], [-0.70, -1.36, 3.01], [7.09, -4.24, -3.65], [6.16, -3.52, -3.50], [5.07, -2.66, -3.14], [4.01, -3.21, -2.43], [2.89, -2.44, -2.12], [2.92, -1.09, -2.41], [3.95, -0.52, -3.16], [5.02, -1.32, -3.52], [1.83, -0.28, -1.92], [1.63, 1.10, -2.19], [0.56, 1.53, -1.47], [0.12, 0.43, -0.69], [0.88, -0.61, -0.99], [4.01, -4.24, -2.10], [2.03, -2.87, -1.58], [3.87, 0.54, -3.42], [5.83, -0.94, -4.16], [2.23, 1.63, -2.93], [0.09, 2.50, -1.38], [0.81, -1.63, -0.61], [1.95, 0.87, 2.07], [0.86, 1.68, 2.60], [1.03, 2.58, 3.56], [-0.35, 1.52, 2.20], [2.85, 0.95, 2.70], [2.21, 1.27, 1.08], [1.63, -0.16, 1.96], [1.95, 2.81, 3.91], [0.17, 2.98, 3.92]]
}



{
  "formula": "C18H26N6O4",
  "method": "ωB97M-V with the def2-TZVPD basis set",
  "de_lowest_kj_mol": 24.8,
  "lumo_ev": 0.7,
  "total_charge": 0,
  "largest_force_ev_per_a": 0.11,
  "homo_energy_ha": -0.3275,
  "symbols": ["C", "C", "N", "N", "C", "C", "C", "C", "C", "O", "N", "C", "C", "O", "N", "C", "C", "C", "O", "N", "C", "C", "C", "C", "N", "C", "C", "O", "H", "H", "H", "H", "H", "H", "H", "H", "H", "H", "H", "H", "H", "H", "H", "H", "H", "H", "H", "H", "H", "H", "H", "H", "H", "H"],
  "coordinates": [[1.89, 2.54, -0.03], [2.87, 1.82, 0.84], [4.15, 1.73, 0.52], [4.69, 1.00, 1.51], [3.80, 0.62, 2.45], [4.17, -0.23, 3.62], [2.59, 1.15, 2.05], [1.26, 1.01, 2.70], [0.35, 0.07, 1.91], [0.82, -0.75, 1.13], [-1.00, 0.16, 2.10], [-1.62, 0.90, 3.19], [-2.16, -0.07, 4.23], [-2.01, 0.08, 5.43], [-2.79, -1.12, 3.66], [-3.12, -1.07, 2.24], [-1.85, -0.83, 1.42], [-2.23, -0.37, 0.00], [-3.36, -0.05, -0.28], [-1.18, -0.33, -0.85], [-1.38, -0.16, -2.27], [-0.37, 0.81, -2.88], [-0.61, 0.87, -4.38], [-0.39, -0.50, -5.00], [-1.11, -1.56, -4.29], [-1.10, -2.85, -4.95], [-1.39, -1.53, -2.96], [-1.70, -2.53, -2.33], [1.08, 1.87, -0.34], [1.44, 3.38, 0.50], [2.39, 2.92, -0.92], [5.67, 0.80, 1.49], [3.45, -0.11, 4.42], [4.19, -1.29, 3.34], [5.16, 0.04, 4.01], [1.34, 0.64, 3.72], [0.79, 2.00, 2.77], [-0.92, 1.56, 3.68], [-2.44, 1.51, 2.80], [-3.23, -1.79, 4.27], [-3.55, -2.02, 1.94], [-3.85, -0.30, 2.02], [-1.27, -1.75, 1.34], [-0.31, -0.72, -0.52], [-2.39, 0.25, -2.39], [-0.49, 1.79, -2.42], [0.65, 0.47, -2.67], [-1.63, 1.20, -4.57], [0.06, 1.58, -4.86], [-0.73, -0.51, -6.03], [0.68, -0.74, -5.01], [-1.78, -3.52, -4.43], [-1.42, -2.73, -5.99], [-0.10, -3.30, -4.95]]
}